The following is a quantum chemistry calculation of C20H33F2GeMnN2O7SSi3 as an isolated structure at a distorted geometry, from the Open Molecules 2025 dataset.

As for the spin multiplicity: 5. As for the orbital gap (alpha / beta): 5.7 / 6.7 eV. As for the net charge: -2. As for the HOMO energy (alpha / beta): -1.63 / -2.64 eV. The calculated total energy comes out at -6112.420882 Ha. The lowest unoccupied orbital energy (alpha / beta) is 4.08 / 4.08 eV.

CARTESIAN COORDINATES (ANGSTROEM)
Mn: -1.872 3.708 1.218
F: -2.271 5.667 -3.948
C: -2.710 4.821 -3.006
C: -2.183 4.637 -1.749
C: -2.775 3.839 -0.776
C: -4.085 3.380 -1.044
C: -4.552 3.566 -2.317
F: -5.841 3.193 -2.683
C: -3.901 4.160 -3.343
C: -4.749 2.617 0.084
C: -6.040 1.985 -0.025
C: -6.517 1.276 1.052
C: -5.844 1.253 2.247
C: -4.571 1.860 2.217
N: -4.035 2.515 1.221
H: -1.255 5.146 -1.495
H: -4.466 4.270 -4.278
H: -6.636 2.041 -0.912
H: -7.502 0.768 0.877
H: -6.284 0.868 3.126
H: -3.980 1.945 3.121
O: -1.959 0.497 3.277
S: -1.019 1.553 2.900
O: 0.151 1.601 3.707
O: -1.812 2.829 3.133
O: -0.757 1.457 1.388
O: 1.215 -4.659 -1.199
N: 1.706 -4.240 -0.142
O: 2.150 -5.001 0.699
O: -0.870 5.033 1.120
C: -1.191 -0.665 -0.664
Si: 0.563 -0.780 -1.255
C: 0.320 -1.529 -3.134
C: 1.580 0.747 -1.537
Ge: 2.121 -2.213 -0.096
Si: 1.858 -1.886 2.378
C: 2.307 -0.064 2.388
C: 0.006 -2.297 2.885
C: 3.009 -3.034 3.318
Si: 4.281 -2.368 -1.078
C: 5.260 -0.784 -1.091
C: 4.229 -3.089 -2.796
C: 5.442 -3.428 -0.093
H: -1.557 0.316 -1.130
H: -1.396 -0.457 0.337
H: -1.619 -1.537 -1.216
H: -0.739 -1.452 -3.324
H: 0.578 -2.522 -3.338
H: 0.795 -0.838 -3.863
H: 0.960 1.435 -2.010
H: 2.475 0.414 -2.141
H: 1.999 1.269 -0.639
H: 1.855 0.577 3.128
H: 1.926 0.387 1.503
H: 3.379 0.023 2.463
H: -0.398 -1.611 3.511
H: -0.024 -3.308 3.362
H: -0.620 -2.344 1.946
H: 4.035 -2.868 3.001
H: 2.651 -4.046 3.091
H: 2.948 -2.798 4.440
H: 5.532 -0.428 -0.099
H: 4.691 0.048 -1.580
H: 6.128 -0.942 -1.684
H: 3.602 -2.506 -3.367
H: 3.836 -4.067 -2.762
H: 5.234 -3.162 -3.326
H: 6.252 -3.512 -0.870
H: 5.152 -4.365 0.147
H: 5.805 -2.895 0.725

Here are the natural (NBO) charges for atoms 1 to 8, given in e:
1 Mn 1.54
2 F -0.34
3 C 0.41
4 C -0.35
5 C -0.26
6 C -0.24
7 C 0.41
8 F -0.38